No. 1
{"formula": "C4H11N3O", "method": "ωB97M-V with the def2-TZVPD basis set", "species": ["O", "N", "N", "N", "C", "C", "C", "C", "H", "H", "H", "H", "H", "H", "H", "H", "H", "H", "H"], "xyz": [[-0.5078, -2.3104, 0.6012], [1.0940, 0.2565, -0.3267], [-0.3160, -1.2355, 1.0972], [-1.5511, 0.9902, 1.4728], [-1.5398, -0.0960, 0.7904], [-2.7925, -0.5635, 0.1030], [1.4841, -0.1091, -1.6685], [2.1272, 0.8949, 0.4568], [2.4172, 1.8612, 0.0304], [0.0037, 0.5253, -0.1550], [3.0245, 0.2665, 0.5220], [0.7617, -0.8330, -2.0636], [1.5215, 0.7708, -2.3197], [-3.0900, 0.1605, -0.6611], [1.7714, 1.0596, 1.4768], [-0.6362, 1.1339, 1.9143], [-3.6039, -0.6836, 0.8251], [-2.6490, -1.5251, -0.3969], [2.4809, -0.5632, -1.6984]], "nbo_charge": [-0.28, -0.64, 0.16, -0.59, 0.29, -0.71, -0.41, -0.40, 0.17, 0.39, 0.19, 0.20, 0.17, 0.24, 0.20, 0.34, 0.25, 0.23, 0.20], "smiles": "[H]/N=C(/C)N=O.CNC", "gap_ev": 8.100, "relative_energy_ev": 5.397, "energy_ev": -10839.8143, "e_lumo_ha": -0.0101, "max_force_ev_per_a": 4.48, "charge": 0}

No. 2
{"formula": "C3H9ClFInOP", "method": "ωB97M-V with the def2-TZVPD basis set", "species": ["In", "Cl", "P", "F", "O", "C", "C", "C", "H", "H", "H", "H", "H", "H", "H", "H", "H"], "xyz": [[0.8498, -1.0431, 0.3538], [1.2431, -1.4380, 2.7058], [0.3371, -3.2375, -0.8694], [-1.9837, -0.1826, 1.0688], [1.0906, -4.4904, -0.5215], [0.1532, 2.5256, -0.3351], [-0.9075, 0.3098, 0.2679], [-0.5897, 1.7212, 0.7389], [0.0179, 1.6860, 1.6473], [1.2325, 2.5031, -0.1925], [-1.3217, 0.3755, -0.7462], [-1.5277, 2.2109, 1.0199], [2.2642, -0.2564, -0.3040], [-0.0390, 2.1190, -1.3312], [-1.0739, -3.4380, -0.8934], [0.4112, -2.9357, -2.2642], [-0.1564, 3.5708, -0.3450]], "lowdin_charge": [0.24, -0.18, 0.43, -0.16, -0.62, -0.13, -0.44, -0.31, 0.09, 0.06, 0.07, 0.10, -0.11, 0.06, -0.08, -0.09, 0.06], "gap_ev": 8.143, "energy_ev": -35009.0843, "e_lumo_ha": 0.1191, "max_force_ev_per_a": 0.30, "charge": -1}

No. 3
{"formula": "C7H14N3O4", "method": "ωB97M-V with the def2-TZVPD basis set", "species": ["O", "O", "O", "O", "N", "N", "N", "C", "C", "C", "C", "C", "C", "C", "H", "H", "H", "H", "H", "H", "H", "H", "H", "H", "H", "H", "H", "H"], "xyz": [[-0.6004, -0.7092, 1.6150], [2.3884, -0.9546, 0.0445], [-2.9917, -0.0212, 0.3555], [0.4282, -1.4531, -1.6993], [-1.1881, 1.4713, 0.4362], [-1.3086, -0.0897, -1.2840], [0.7718, 0.5093, -0.3962], [2.0490, 0.2083, 0.0324], [-0.0979, -0.6512, -0.7303], [2.9288, 1.3506, 0.4282], [-2.1466, 0.7101, -0.4564], [-0.3218, -1.3905, 0.6389], [-0.1531, -2.8494, 0.6630], [0.0816, 1.7597, -0.2862], [2.9693, 2.1035, -0.3549], [1.3272, -1.7224, -1.4343], [-2.6894, 1.4194, -1.0997], [0.6796, 2.4739, 0.2816], [-0.4992, -3.2992, -0.2653], [-0.9462, 0.6763, 1.2035], [3.9284, 0.9603, 0.6003], [-1.7840, -0.7427, -1.8905], [-0.1574, 2.1662, -1.2768], [0.9183, -3.0548, 0.7430], [-1.6197, 2.2928, 0.8616], [-0.6475, -3.2778, 1.5313], [-3.8971, 0.3079, 0.3861], [2.5782, 1.8062, 1.3527]], "nbo_charge": [-0.57, -0.62, -0.71, -0.69, -0.60, -0.66, -0.49, 0.72, 0.46, -0.73, 0.40, 0.64, -0.75, -0.05, 0.24, 0.52, 0.20, 0.24, 0.26, 0.48, 0.27, 0.43, 0.23, 0.29, 0.44, 0.26, 0.51, 0.24], "smiles": "CC(=O)N1C[NH2+][C@H](O)N[C@]1(O)C(C)=O", "gap_ev": 10.599, "relative_energy_ev": 0.000, "energy_ev": -20140.2897, "e_lumo_ha": -0.1123, "max_force_ev_per_a": 0.81, "charge": 1}

No. 4
{"formula": "C2H6N2S", "method": "ωB97M-V with the def2-TZVPD basis set", "species": ["S", "N", "N", "C", "C", "H", "H", "H", "H", "H", "H"], "xyz": [[-0.5218, 1.7028, 0.0977], [0.7117, -0.8006, -1.3579], [1.0876, 1.0080, 0.2586], [-1.6312, 0.1916, 0.3188], [1.2555, -0.2541, -0.3036], [1.1815, -1.6101, -1.6202], [2.1749, -0.8568, 0.0652], [-2.7394, 0.3282, -0.0817], [-1.0912, -0.5591, -0.3630], [1.2558, 0.6871, 1.5208], [-1.6833, 0.1632, 1.4653]], "nbo_charge": [0.36, -0.71, -0.72, -0.80, 0.25, 0.35, 0.15, 0.25, 0.28, 0.37, 0.23], "gap_ev": 9.271, "relative_energy_ev": 2.957, "energy_ev": -15983.8411, "e_lumo_ha": 0.0145, "max_force_ev_per_a": 5.78, "charge": 0}

No. 5
{"formula": "C12H36BrN3O3", "method": "ωB97M-V with the def2-TZVPD basis set", "species": ["Br", "O", "O", "O", "N", "N", "N", "C", "C", "C", "C", "C", "C", "C", "C", "C", "C", "C", "C", "H", "H", "H", "H", "H", "H", "H", "H", "H", "H", "H", "H", "H", "H", "H", "H", "H", "H", "H", "H", "H", "H", "H", "H", "H", "H", "H", "H", "H", "H", "H", "H", "H", "H", "H", "H"], "xyz": [[-8.4926, 0.8446, -17.9587], [-13.3997, -3.0924, -13.7276], [-6.7315, 0.4861, -12.1947], [-12.9073, 5.7447, -24.8543], [-12.6395, -0.2450, -13.6454], [-12.0421, 3.9499, -22.9610], [-5.4165, -1.6500, -13.6437], [-13.9526, 5.1680, -24.0655], [-13.4175, 4.6717, -22.6823], [-13.6575, -2.2353, -14.8901], [-13.8396, -0.7604, -14.4704], [-13.1103, 5.8492, -21.6986], [-14.0855, 0.1561, -15.6917], [-5.7172, -0.2353, -11.5181], [-13.2549, 6.0496, -26.2095], [-6.4837, 1.8722, -12.5538], [-4.9128, -2.6735, -11.2462], [-12.9328, -4.4061, -14.1758], [-5.7485, -1.6300, -12.0837], [-7.2748, 2.2912, -13.1756], [-12.0006, -4.3339, -14.7360], [-6.6221, 2.3654, -11.5917], [-15.1258, 0.2801, -15.9928], [-5.2689, -2.6196, -10.2174], [-12.1916, 3.0682, -23.4306], [-5.4585, 1.9874, -12.9058], [-12.8302, -5.0731, -13.3199], [-5.8883, -0.2245, -10.4416], [-12.9880, -2.3101, -15.7470], [-12.5795, 5.6426, -20.7692], [-13.8065, 1.1820, -15.4516], [-14.1952, 4.0067, -22.3067], [-14.4309, 4.3164, -24.5493], [-13.8811, 6.4617, -21.2307], [-11.8024, -0.3936, -14.1907], [-12.9138, 0.6677, -13.3108], [-14.5742, -2.6480, -15.3112], [-5.0393, -3.6876, -11.6252], [-6.0644, -0.9744, -14.0230], [-11.4948, 4.5444, -23.5670], [-14.7240, 5.9007, -23.8280], [-6.7660, -2.0186, -12.1256], [-4.7143, 0.1725, -11.6444], [-13.5223, 5.1871, -26.8200], [-12.4680, 6.6364, -22.0935], [-12.4619, 6.5426, -26.7717], [-14.6242, -0.7028, -13.7159], [-12.6013, -0.8292, -12.8225], [-3.8535, -2.4216, -11.2954], [-14.1010, 6.7349, -26.2622], [-4.5203, -1.2771, -13.9228], [-13.3929, -0.0006, -16.5186], [-11.5261, 3.7877, -22.1081], [-5.6701, -2.5531, -14.0181], [-13.6835, -4.7671, -14.8788]], "nbo_charge": [-1.00, -0.56, -0.57, -0.57, -0.68, -0.68, -0.69, -0.08, -0.04, -0.11, -0.05, -0.70, -0.66, -0.10, -0.26, -0.26, -0.63, -0.25, -0.02, 0.22, 0.18, 0.19, 0.26, 0.25, 0.44, 0.18, 0.22, 0.22, 0.20, 0.24, 0.23, 0.24, 0.19, 0.27, 0.45, 0.45, 0.22, 0.23, 0.45, 0.46, 0.21, 0.21, 0.19, 0.18, 0.24, 0.22, 0.22, 0.45, 0.23, 0.19, 0.44, 0.25, 0.45, 0.44, 0.18], "gap_ev": 5.398, "relative_energy_ev": 3.874, "energy_ev": -93665.5193, "e_lumo_ha": -0.1655, "max_force_ev_per_a": 2.40, "charge": 2}

No. 6
{"formula": "C5H7Br3O3", "method": "ωB97M-V with the def2-TZVPD basis set", "species": ["Br", "Br", "Br", "O", "O", "O", "C", "C", "C", "C", "C", "H", "H", "H", "H", "H", "H", "H"], "xyz": [[-3.5528, -23.6673, -0.6741], [-6.6133, -22.9568, -0.4336], [-4.8856, -21.7446, -2.8011], [-4.6872, -26.5230, -6.6341], [-5.3311, -26.1067, -4.5198], [-3.1930, -26.5231, -4.9506], [-3.2708, -26.4871, -3.5248], [-4.8889, -22.3266, -0.9802], [-4.4265, -26.4099, -5.4848], [-5.4324, -26.9090, -2.2446], [-4.7001, -26.0367, -3.2378], [-6.4716, -26.6033, -2.1393], [-4.9678, -26.8448, -1.2593], [-2.5195, -25.7978, -3.1484], [-3.0819, -27.4881, -3.1309], [-4.7075, -25.0011, -2.8922], [-5.3978, -27.9467, -2.5849], [-4.6425, -21.4812, -0.3574]], "nbo_charge": [0.08, 0.10, 0.11, -0.57, -0.49, -0.49, -0.09, -0.51, 0.97, -0.63, 0.06, 0.23, 0.22, 0.20, 0.18, 0.19, 0.21, 0.23], "gap_ev": 10.404, "relative_energy_ev": 0.000, "energy_ev": -221568.3987, "e_lumo_ha": -0.0106, "max_force_ev_per_a": 0.56, "charge": 0}

No. 7
{"formula": "C3H8N2S", "method": "ωB97M-V with the def2-TZVPD basis set", "species": ["S", "N", "N", "C", "C", "C", "H", "H", "H", "H", "H", "H", "H", "H"], "xyz": [[-1.2903, -0.9368, -0.3578], [-0.4725, -0.2970, -1.7505], [1.5628, 0.9661, 1.7907], [-0.9584, -0.7206, -2.8652], [-0.6416, 0.0971, 0.9253], [0.8837, -0.0621, 1.0305], [-0.4692, -0.4149, -3.8085], [1.2783, 1.0364, 2.7907], [-0.8266, 1.1434, 0.6745], [1.4251, 1.8685, 1.4087], [1.3086, 0.0214, -0.0302], [-1.0707, -0.1851, 1.8677], [1.0794, -1.0600, 1.3089], [-1.8086, -1.4563, -2.9848]], "nbo_charge": [0.37, -0.54, -0.83, -0.08, -0.58, -0.23, 0.18, 0.35, 0.21, 0.35, 0.21, 0.23, 0.19, 0.16], "smiles": "C=NSCCN", "gap_ev": 9.439, "relative_energy_ev": 1.900, "energy_ev": -17054.8304, "e_lumo_ha": 0.0346, "max_force_ev_per_a": 2.91, "charge": 0}

No. 8
{"formula": "C16H24BaF12NO12PS2", "method": "ωB97M-V with the def2-TZVPD basis set", "species": ["Ba", "S", "S", "P", "F", "F", "F", "F", "F", "F", "F", "F", "F", "F", "F", "F", "O", "O", "O", "O", "O", "O", "O", "O", "O", "O", "O", "O", "N", "C", "C", "C", "C", "C", "C", "C", "C", "C", "C", "C", "C", "C", "C", "C", "C", "H", "H", "H", "H", "H", "H", "H", "H", "H", "H", "H", "H", "H", "H", "H", "H", "H", "H", "H", "H", "H", "H", "H", "H"], "xyz": [[-22.1377, 5.8068, 12.0494], [-25.8743, 4.5197, 11.2178], [-24.9754, 4.3586, 13.6516], [-19.9458, 3.1072, 13.3576], [-24.8401, 5.6574, 9.1240], [-25.4911, 1.8223, 14.4656], [-23.4122, 2.3847, 14.5566], [-24.3042, 1.9235, 12.5596], [-18.6099, 2.3316, 12.9937], [-19.5341, 4.4279, 12.4247], [-24.0221, 3.6738, 9.5041], [-25.9987, 3.8797, 8.6392], [-20.3132, 1.9306, 14.3736], [-19.1833, 3.7562, 14.6124], [-21.2153, 3.9690, 13.7654], [-20.7619, 2.5972, 12.0584], [-23.4126, 7.9534, 12.9776], [-26.3506, 4.6173, 14.0586], [-23.9902, 5.0922, 14.4269], [-24.4169, 10.4690, 5.6037], [-22.8074, 7.3904, 9.7759], [-22.8856, 10.1785, 10.0201], [-23.5899, 7.8187, 5.1684], [-26.3954, 3.1286, 11.4921], [-26.8691, 5.5792, 11.1428], [-20.1986, 7.5848, 11.6075], [-20.6255, 5.3733, 9.9097], [-21.1663, 7.1258, 14.2165], [-24.5774, 4.8936, 11.9866], [-21.6858, 8.3697, 14.6696], [-19.8587, 7.0079, 14.7000], [-24.4715, 2.4869, 13.8088], [-21.0608, 4.6505, 8.7521], [-23.1775, 7.5247, 7.4529], [-19.1209, 7.0327, 10.8056], [-24.8447, 8.0153, 12.7267], [-19.6806, 6.3540, 9.5297], [-25.1434, 4.4372, 9.4954], [-23.1668, 8.3325, 14.3514], [-23.1484, 9.5544, 8.8400], [-23.9332, 9.7027, 6.4793], [-23.0297, 8.1089, 8.8329], [-23.6427, 10.2767, 7.8033], [-20.3351, 8.9707, 11.4190], [-23.5388, 8.3371, 6.4232], [-23.2665, 11.0504, 10.1476], [-21.6796, 3.8105, 9.0676], [-21.2860, 9.3123, 11.8281], [-21.6088, 8.4803, 15.7512], [-18.4821, 6.3295, 11.3399], [-25.1772, 9.0437, 12.8681], [-23.0353, 6.4584, 7.3575], [-25.0128, 7.6209, 11.7246], [-19.7362, 7.1473, 15.7741], [-21.2286, 9.2173, 14.1591], [-24.0505, 8.4661, 4.6296], [-18.8592, 5.9527, 8.9362], [-23.5796, 7.6470, 15.0916], [-21.4932, 5.2844, 7.9780], [-19.4727, 6.0050, 14.5176], [-18.4490, 7.8377, 10.5079], [-19.5728, 9.4488, 12.0343], [-25.4419, 7.4209, 13.4182], [-20.2174, 4.1295, 8.2991], [-23.5205, 9.3174, 14.6563], [-23.7350, 11.3477, 7.9073], [-20.1419, 7.0558, 8.8349], [-20.3703, 9.4491, 10.4402], [-19.2076, 7.7174, 14.1892]], "nbo_charge": [1.84, 2.17, 2.09, 2.61, -0.32, -0.31, -0.26, -0.30, -0.57, -0.64, -0.33, -0.30, -0.57, -0.60, -0.62, -0.58, -0.61, -0.85, -0.96, -0.49, -0.56, -0.68, -0.62, -0.91, -0.92, -0.60, -0.59, -0.58, -1.27, -0.08, -0.27, 0.81, -0.26, -0.33, -0.10, -0.26, -0.09, 0.73, -0.09, 0.34, 0.44, 0.49, -0.34, -0.27, 0.28, 0.50, 0.22, 0.21, 0.20, 0.23, 0.18, 0.25, 0.21, 0.18, 0.17, 0.50, 0.19, 0.21, 0.17, 0.24, 0.19, 0.18, 0.21, 0.19, 0.18, 0.23, 0.17, 0.19, 0.16], "gap_ev": 7.039, "relative_energy_ev": 3.190, "energy_ev": -107308.0356, "e_lumo_ha": -0.1124, "max_force_ev_per_a": 5.44, "charge": 0}